Molecular formula: C39H37CoN2P2SSi
Method: DFT, the ωB97M-V functional and the def2-TZVPD basis

The geometry in ORCA input format:
```
! RIJCOSX wB97M-V def2-TZVPD def2/J DEFGRID3
* xyz 2 1
Co -0.04770 -0.43845 -0.53420
C 2.91187 -1.28988 1.05165
Si 1.59702 0.04340 0.92097
C 2.43396 1.59611 0.26741
C 3.69238 2.04987 0.66520
C 4.20596 3.23334 0.15344
C 3.48202 3.97893 -0.77420
C 2.23988 3.53830 -1.19923
C 1.73543 2.35056 -0.67660
P 0.19556 1.61010 -1.19232
C 0.48921 0.45660 -2.55929
C -0.61282 -0.16364 -3.18207
C -0.41376 -1.10629 -4.17259
C 0.88165 -1.46362 -4.53528
C 1.97360 -0.91678 -3.87923
C 1.78336 0.02864 -2.88020
C -0.91044 2.92853 -1.67665
C -1.11605 3.93628 -0.73272
C -1.90882 5.02445 -1.05464
C -2.49803 5.11061 -2.30860
C -2.28601 4.11440 -3.25165
C -1.48780 3.02489 -2.94132
C 0.80783 0.31220 2.58835
C 1.53140 0.64335 3.73694
C 0.90594 0.69261 4.97222
C -0.44961 0.39154 5.08784
C -1.18455 0.06292 3.96232
C -0.55275 0.04377 2.72101
P -1.43806 -0.30378 1.19873
C -2.53490 1.08373 0.85113
C -2.72118 2.13557 1.74016
C -3.66179 3.11866 1.45798
C -4.40239 3.06159 0.28817
C -4.20506 2.02320 -0.61521
C -3.27931 1.03468 -0.33013
C -2.55673 -1.66119 1.64254
C -2.01108 -2.87240 2.07396
C -2.82787 -3.88088 2.55221
C -4.20328 -3.68947 2.61875
C -4.75032 -2.48100 2.22009
C -3.93363 -1.46654 1.73917
H 3.57441 -1.02256 1.88179
H 3.53745 -1.33696 0.15748
H 2.48858 -2.26592 1.28717
H 4.27756 1.49284 1.38782
H 5.17602 3.58365 0.48007
H 3.89258 4.89880 -1.16741
H 1.67147 4.10954 -1.92310
H -1.62317 0.13872 -2.92668
H -1.26361 -1.54734 -4.67595
H 1.03420 -2.17050 -5.34118
H 2.97859 -1.20138 -4.16124
H 2.63509 0.48898 -2.39292
H -0.65134 3.88293 0.24391
H -2.06226 5.80923 -0.32592
H -3.11310 5.96517 -2.55731
H -2.72721 4.19425 -4.23573
H -1.30073 2.27405 -3.69845
H 2.59231 0.85919 3.67668
H 1.47534 0.95028 5.85504
H -0.92716 0.40908 6.05801
H -2.23748 -0.18076 4.04884
H -2.15487 2.18471 2.66217
H -3.81715 3.92758 2.15953
H -5.13894 3.82554 0.07744
H -4.78608 1.97646 -1.52656
H -3.15866 0.20155 -1.01719
H -0.94089 -3.02898 2.08362
H -2.38901 -4.81097 2.88708
H -4.84327 -4.47628 2.99449
H -5.81732 -2.31774 2.28868
H -4.38793 -0.53068 1.44358
C 1.22748 -5.02685 -3.49296
N 0.46461 -4.17201 -2.59421
C 0.99795 -3.39490 -1.67097
N 2.31701 -3.30003 -1.56917
S -0.06373 -2.64172 -0.51167
H 0.53634 -5.53866 -4.15458
H 1.78846 -5.77561 -2.93113
H 1.91070 -4.43205 -4.10181
H -0.54235 -4.21678 -2.59716
H 2.94431 -3.83560 -2.14823
H 2.70262 -2.78134 -0.79790
*
```

Values from the calculation:
- LUMO energy (alpha / beta): -6.22 / -6.22 eV
- Energy: -4370.61751 Ha
- Highest occupied orbital energy (alpha / beta): -13.79 / -13.79 eV
- Energy relative to the best compared isomer or geometry (same formula, charge and spin): 5.1 kcal/mol